Arrangement a

The following is a DFT calculation (ωB97M-V/def2-TZVPD) of C5H10O in the gas phase.

Results
HOMO ... -0.3080 hartree
Frontier orbital gap ... 9.53 eV
SMILES string ... C/C=C/OCC

The geometry in ORCA input format:
```
! wB97M-V def2-TZVPD RIJCOSX def2/J DEFGRID3
* xyz 0 1
C -2.9322 -0.2144 0.4530
C -1.4805 -0.2540 0.8808
O -0.6948 0.2453 -0.1891
C 0.6437 0.0517 -0.0530
C 3.0020 0.2212 -0.8068
C 1.5348 0.5098 -0.9268
H -3.5783 -0.5657 1.2636
H -3.0865 -0.8541 -0.4210
H -3.2236 0.8062 0.1889
H -1.3175 0.3571 1.7808
H -1.1757 -1.2847 1.1156
H 0.9480 -0.5296 0.8208
H 3.2139 -0.3645 0.0952
H 3.3637 -0.3555 -1.6670
H 3.5992 1.1394 -0.7580
H 1.1837 1.0918 -1.7769
*
```

Results of the Mulliken charge analysis, in e, for atoms 1 through 6: C -1.2163; C -0.2199; O -0.3448; C -0.2403; C -1.0470; C 0.0405


Arrangement b

The following is a DFT calculation (ωB97M-V/def2-TZVPD) of 3 unconnected molecules or ions with the total composition C5H10O.

Results
HOMO ... -0.3292 hartree
Frontier orbital gap ... 9.53 eV

The geometry in ORCA input format:
```
! wB97M-V def2-TZVPD RIJCOSX def2/J DEFGRID3
* xyz 0 1
O 1.3831 -1.5842 0.3062
C 0.0286 -1.2380 0.0703
C -0.1205 -0.3896 -1.2231
C 0.1559 0.9998 -0.6793
C -0.4047 1.0633 0.6484
C -0.4109 -0.3379 1.2465
H 1.6745 -2.1542 -0.4166
H -0.5945 -2.1420 0.0164
H 0.5680 -0.7272 -2.0053
H -1.1440 -0.4755 -1.6074
H -0.0451 2.5435 -0.4992
H 1.1558 1.3660 -0.8763
H 0.1338 2.5141 0.4826
H -1.2992 1.6422 0.8478
H 0.3159 -0.4594 2.0560
H -1.3969 -0.6207 1.6330
*
```

Results of the Mulliken charge analysis, in e, for atoms 1 through 6: O -0.5719; C 0.1793; C -0.7694; C -0.4750; C -0.4120; C -0.7420


Arrangement c

The following is a DFT calculation (ωB97M-V/def2-TZVPD) of a molecular structure, C5H10O.

Results
HOMO ... -0.3387 hartree
Frontier orbital gap ... 9.89 eV

The geometry in ORCA input format:
```
! wB97M-V def2-TZVPD RIJCOSX def2/J DEFGRID3
* xyz 0 1
C 1.5393 -0.9174 -0.1892
C 0.4656 -0.2014 0.6156
C 0.2562 1.2967 0.2713
C -0.9547 0.9308 -0.6158
C -0.8910 -0.4914 -0.0700
O -1.2301 -1.5915 -0.6944
H 1.3911 -1.9991 -0.1205
H 1.4822 -0.6477 -1.2502
H 2.5348 -0.6621 0.1822
H 0.5730 -0.4255 1.6844
H -0.0091 1.9095 1.1382
H 1.0873 1.7766 -0.2498
H -1.8690 1.5270 -0.5283
H -0.7043 0.7945 -1.6675
H -1.8261 -0.2610 0.9807
H -1.8417 -1.0916 0.4698
*
```

Results of the Mulliken charge analysis, in e, for atoms 1 through 6: C -1.3738; C 0.0236; C -0.4762; C -0.9055; C 0.7051; O -0.7617


If we sort the structures by their calculated energies, the order from most to least stable is arrangement a, arrangement c, arrangement b.


Arrangement a

The following is a DFT calculation (ωB97M-V/def2-TZVPD) of 3 unconnected molecules or ions with the total composition C5H10O.

Results
HOMO ... -0.3536 hartree
Frontier orbital gap ... 10.81 eV

The geometry in ORCA input format:
```
! wB97M-V def2-TZVPD RIJCOSX def2/J DEFGRID3
* xyz 0 1
C -0.7800 -1.3277 1.4443
C 0.3234 -0.3129 1.1462
C -0.1410 0.8585 0.3079
C 0.6571 1.8149 -0.1613
C -0.3915 -1.3521 -1.9362
O -1.4021 -1.0088 -2.3242
H -1.1272 -1.8231 0.5303
H -0.4226 -2.1072 2.1251
H -1.6454 -0.8424 1.9114
H 0.7257 0.0675 2.0941
H 1.1575 -0.8132 0.6372
H -1.2102 0.9154 0.0932
H 1.3627 0.8845 -2.3501
H 0.2738 2.6475 -0.7460
H 1.7298 1.8022 0.0290
H 1.5309 0.4837 -2.9530
*
```

Results of the Mulliken charge analysis, in e, for atoms 1 through 6: C -1.1456; C -0.2890; C 0.0385; C -1.1684; C 0.1041; O -0.1331


Arrangement b

The following is a DFT calculation (ωB97M-V/def2-TZVPD) of C5H10O in the gas phase.

Results
HOMO ... -0.3727 hartree
Frontier orbital gap ... 11.17 eV
SMILES string ... C[C@H]1C[C@H]1CO

The geometry in ORCA input format:
```
! wB97M-V def2-TZVPD RIJCOSX def2/J DEFGRID3
* xyz 0 1
C -1.5703 -0.4268 0.5766
C -0.8650 0.4488 -0.4377
C 0.0349 1.5716 -0.0045
C 0.6233 0.3767 -0.7000
C 1.5299 -0.5599 0.0627
O 1.4576 -1.8850 -0.4185
H -1.8154 -1.4113 0.1571
H -0.9656 -0.5817 1.4770
H -2.5122 0.0324 0.8979
H -1.4682 0.6560 -1.3211
H -0.0011 2.5194 -0.5323
H 0.2296 1.6641 1.0629
H 0.9149 0.5108 -1.7404
H 2.5757 -0.2600 -0.0369
H 1.2812 -0.5360 1.1407
H 0.5507 -2.1192 -0.1836
*
```

Results of the Mulliken charge analysis, in e, for atoms 1 through 6: C -1.4570; C 0.2854; C -0.7592; C 0.0294; C -0.7235; O -0.5124


If we sort the structures by their calculated energies, the order from most to least stable is arrangement b, arrangement a.


Arrangement a

The following is a DFT calculation (ωB97M-V/def2-TZVPD) of C5H10O in the gas phase.

Results
HOMO ... -0.3435 hartree
Frontier orbital gap ... 10.36 eV
SMILES string ... C[C@H]1C[C@]1(C)O

The geometry in ORCA input format:
```
! wB97M-V def2-TZVPD RIJCOSX def2/J DEFGRID3
* xyz 0 1
C 1.4772 -0.2720 1.0330
C 0.9302 -0.0368 -0.3608
C 0.0451 -1.1122 -0.9509
C -0.5410 0.2103 -0.5759
C -1.4563 0.4860 0.5923
O -0.8920 0.9430 -1.7252
H 2.5296 -0.5718 0.9938
H 1.4010 0.6148 1.6728
H 0.9342 -1.0849 1.5298
H 1.5836 0.4963 -1.0490
H 0.0913 -1.3035 -2.0188
H -0.1251 -1.9910 -0.3344
H -2.4996 0.2816 0.3339
H -1.3770 1.5506 0.8577
H -1.1923 -0.0881 1.4844
H -0.9088 1.8777 -1.4827
*
```

Results of the Mulliken charge analysis, in e, for atoms 1 through 6: C -1.3971; C 0.0271; C -0.9638; C 1.0624; C -1.3959; O -0.5753


Arrangement b

The following is a DFT calculation (ωB97M-V/def2-TZVPD) of C5H10O in the gas phase.

Results
HOMO ... -0.3517 hartree
Frontier orbital gap ... 10.52 eV
SMILES string ... CCC(=O)CC

The geometry in ORCA input format:
```
! wB97M-V def2-TZVPD RIJCOSX def2/J DEFGRID3
* xyz 0 1
C 2.5185 0.1625 0.1923
C 1.2506 0.1041 -0.6525
C 0.0241 -0.3155 0.1441
O 0.1292 -0.9374 1.1804
C -1.3398 0.0406 -0.4311
C -2.4532 -0.0441 0.6056
H 3.3791 0.4427 -0.4230
H 2.4179 0.9002 0.9951
H 2.7181 -0.8050 0.6587
H 1.3672 -0.6308 -1.4626
H 1.0564 1.0640 -1.1459
H -1.5292 -0.6573 -1.2605
H -1.2926 1.0364 -0.8890
H -2.3273 0.7288 1.3710
H -3.4346 0.0909 0.1410
H -2.4306 -1.0119 1.1121
*
```

Results of the Mulliken charge analysis, in e, for atoms 1 through 6: C -1.1695; C -0.2958; C 0.4855; O -0.5730; C -0.3226; C -1.1616


If we sort the structures by their calculated energies, the order from most to least stable is arrangement b, arrangement a.


Arrangement a

The following is a DFT calculation (ωB97M-V/def2-TZVPD) of C5H10O in the gas phase.

Results
HOMO ... -0.3411 hartree
Frontier orbital gap ... 10.41 eV
SMILES string ... CC/C=C/CO

The geometry in ORCA input format:
```
! wB97M-V def2-TZVPD RIJCOSX def2/J DEFGRID3
* xyz 0 1
C -2.1474 0.9926 0.1120
C -1.3413 -0.2750 0.3533
C 0.1179 0.0680 0.4018
C 0.9434 0.0357 -0.6546
C 2.3840 -0.2786 -0.3744
O 2.1444 -1.6523 -0.0458
H -1.8172 1.4518 -0.8258
H -1.9635 1.7113 0.9181
H -3.2185 0.7884 0.0560
H -1.5222 -1.0094 -0.4425
H -1.6622 -0.7613 1.2857
H 1.2853 -1.5008 0.4370
H 0.5254 0.4297 1.3502
H 0.6024 -0.2830 -1.6401
H 3.0742 -0.1818 -1.2237
H 2.8088 0.2664 0.4840
*
```

Results of the Mulliken charge analysis, in e, for atoms 1 through 6: C -1.1226; C -0.4100; C -0.5493; C -0.1407; C -0.3686; O -0.5260


Arrangement b

The following is a DFT calculation (ωB97M-V/def2-TZVPD) of 2 unconnected molecules or ions with the total composition C5H10O.

Results
HOMO ... -0.3436 hartree
Frontier orbital gap ... 10.07 eV
SMILES string ... C=CC(=C)C.O

The geometry in ORCA input format:
```
! wB97M-V def2-TZVPD RIJCOSX def2/J DEFGRID3
* xyz 0 1
C -1.4351 1.0425 -1.2207
C -0.6747 0.0983 -0.3292
C -1.2127 -0.4266 0.7701
C 1.3571 -1.3436 -0.5188
C 0.7118 -0.1996 -0.7355
H -1.5339 0.6105 -2.2203
H -0.8997 1.9859 -1.3286
H -2.4295 1.2290 -0.8234
H -2.2401 -0.2127 1.0344
H -0.6399 -1.0738 1.4205
H 0.8401 -2.1643 -0.0371
H 2.3807 -1.4780 -0.8469
H 1.2324 0.5853 -1.2788
H 0.8393 0.8065 2.1846
H 1.9627 0.0215 1.5648
O 1.7416 0.5192 2.3650
*
```

Results of the Mulliken charge analysis, in e, for atoms 1 through 6: C -1.2855; C 1.1790; C -1.2095; C -0.7248; C -0.3549; H 0.3034


If we sort the structures by their calculated energies, the order from most to least stable is arrangement b, arrangement a.


Arrangement a

The following is a DFT calculation (ωB97M-V/def2-TZVPD) of a gas-phase ion, C4H10NS2 (charge +1).

Results
HOMO ... -0.5074 hartree
Frontier orbital gap ... 9.31 eV

The geometry in ORCA input format:
```
! wB97M-V def2-TZVPD RIJCOSX def2/J DEFGRID3
* xyz 1 1
C 0.3005 -0.4548 -0.8204
C 0.1305 0.9998 1.2142
C 2.1170 -0.2531 0.4632
C -2.5927 0.0145 -0.3046
N 0.7850 0.1211 0.2662
S 1.3902 -1.2619 -2.0432
S -1.3795 -0.2711 -1.6067
H -0.1197 2.0050 0.7660
H 0.9877 1.1931 1.9449
H -0.8537 0.7023 1.5735
H 2.7495 0.4804 -0.1358
H 2.2740 -1.3097 0.0784
H 2.4159 -0.1049 1.4809
H -2.6560 -0.8574 0.3453
H -3.5654 -0.0667 -0.8657
H -2.2983 0.9954 0.2371
H 0.3149 -1.9321 -2.5932
*
```

Results of the Mulliken charge analysis, in e, for atoms 1 through 6: C 0.3764; C -0.8980; C -1.0880; C -0.8020; N 0.1194; S -0.1030


Arrangement b

The following is a DFT calculation (ωB97M-V/def2-TZVPD) of a gas-phase ion, C4H10NS2 (charge +1).

Results
HOMO ... -0.4853 hartree
Frontier orbital gap ... 7.83 eV

The geometry in ORCA input format:
```
! wB97M-V def2-TZVPD RIJCOSX def2/J DEFGRID3
* xyz 1 1
C 0.8440 -1.0367 0.6583
C -0.0576 -1.6589 -0.4219
C -1.9729 0.2180 -0.3667
C 1.4935 1.2035 -0.0913
N 0.6196 0.3888 0.7342
S -1.8014 -1.4073 0.0114
S -3.3644 1.0827 0.0835
H 0.6259 -1.5076 1.6192
H 1.8804 -1.2795 0.3876
H 0.1234 -1.2125 -1.3997
H 0.0947 -2.7347 -0.4830
H -1.1955 0.7200 -0.9185
H 2.5369 1.1901 0.2501
H 1.4731 0.8428 -1.1209
H 1.1408 2.2352 -0.0699
H 0.6212 0.7333 1.6863
H -3.0618 2.2229 -0.5589
*
```

Results of the Mulliken charge analysis, in e, for atoms 1 through 6: C -0.6220; C -0.5682; C 0.1488; C -0.9795; N -0.1859; S 0.0685


Arrangement c

The following is a DFT calculation (ωB97M-V/def2-TZVPD) of a gas-phase ion, C4H10NS2 (charge +1).

Results
HOMO ... -0.4523 hartree
Frontier orbital gap ... 8.44 eV
SMILES string ... CC(C)([NH3+])SC=S

The geometry in ORCA input format:
```
! wB97M-V def2-TZVPD RIJCOSX def2/J DEFGRID3
* xyz 1 1
C -3.0840 0.3709 0.0212
C 0.0295 0.5413 1.3286
C 0.0312 0.3113 -1.2577
C -0.2740 -0.3029 0.0900
N 0.7570 -1.4784 0.0215
S -4.6996 0.2554 0.0193
S -1.9993 -1.0077 -0.0747
H -2.6690 1.2716 -0.1215
H -0.1466 -0.1874 2.2614
H 1.0700 0.8602 1.1746
H -0.7759 1.2011 1.3014
H -0.0303 -0.3623 -2.1385
H 0.8149 0.9508 -1.3904
H -0.6851 1.0418 -1.6590
H 1.6789 -1.1075 0.0045
H 0.5980 -2.0893 0.8295
H 0.8558 -1.9431 -0.9271
*
```

Results of the Mulliken charge analysis, in e, for atoms 1 through 6: C -0.3004; C -1.1334; C -1.6831; C 0.5090; N -0.3147; S -0.0951


If we sort the structures by their calculated energies, the order from most to least stable is arrangement b, arrangement a, arrangement c.